(1)
Molecular formula: C7H9N2OP
Method: DFT, ωB97M-V/def2-TZVPD

Element x y z (Å)
1 N -3.1706 1.1054 0.6790
2 C -2.0088 0.4146 0.9051
3 O -1.7080 -0.0327 1.9679
4 N -1.1928 0.3747 -0.2686
5 P -1.5310 1.2993 -1.6881
6 C 0.1032 -0.3087 0.0598
7 C 0.9408 0.2140 1.0219
8 C 2.2234 -0.2113 1.0722
9 C 2.7593 -1.1362 0.2213
10 C 1.8504 -1.7525 -0.7323
11 C 0.6397 -1.1271 -0.8974
12 H -3.0118 2.0153 0.3821
13 H -4.0095 0.8047 1.1186
14 H -1.0447 0.3379 -2.5808
15 H -0.3257 1.9760 -1.7643
16 H 0.5915 0.8578 1.7974
17 H 2.8678 0.2425 1.9021
18 H 3.7880 -1.3220 0.1799
19 H 2.1505 -2.4720 -1.5236
20 H 0.0883 -1.2797 -1.8525

**Largest force on an atom**: 3.596 eV/A
**Structure (SMILES)**: NC(=O)N(P)c1ccccc1
**Total charge**: 0
**Energy above the lowest of the compared OMol25 structures with the same formula, charge and spin**: 0.360 eV

Partial atomic charges computed with the natural (NBO) method, in multiples of e: -0.887 0.801 -0.593 -0.763 0.561 0.158 -0.215 -0.213 -0.207 -0.193 -0.235 0.392 0.407 -0.051 -0.056 0.232 0.214 0.215 0.217 0.216

***

(2)
Molecular formula: BH28NO10
Method: DFT, ωB97M-V/def2-TZVPD

Element x y z (Å)
1 N 0.0297 -0.2157 0.0486
2 H -0.4773 -0.7587 -0.4784
3 H -0.6433 -0.0577 0.7536
4 H 0.3537 0.7263 -0.3914
5 H 0.6357 -0.8247 0.5126
6 B 2.1917 2.4873 1.2946
7 H 1.6367 3.0163 2.4386
8 H 3.3567 3.0673 1.2326
9 H 2.4677 1.2973 1.5346
10 H 1.6698 2.6993 0.1566
11 O 2.4688 0.0433 -1.5764
12 H 3.2497 -0.0947 -1.0774
13 H 2.5077 -0.9027 -1.7884
14 O -2.0802 1.8873 0.5166
15 H -1.8473 2.8623 0.6896
16 H -2.9153 1.7143 0.2536
17 O -0.5843 -3.4937 -0.9584
18 H 0.0188 -4.1967 -0.9964
19 H -0.7862 -3.6397 0.0046
20 O 1.6797 1.5913 -3.7114
21 H 1.2718 2.3763 -3.5104
22 H 1.7888 1.1623 -2.8714
23 O 0.0597 0.4463 3.2296
24 H 0.6997 1.1853 3.3036
25 H 0.4638 -0.1157 3.9126
26 O -3.0922 0.4403 2.7056
27 H -2.6442 0.8513 2.0796
28 H -2.7492 -0.4137 2.8596
29 O -2.8293 -1.1187 -0.1564
30 H -3.6743 -1.3327 -0.6984
31 H -3.2282 -1.1147 0.6896
32 O -1.5742 -1.9467 -3.2014
33 H -1.4533 -2.4817 -2.4574
34 H -1.7892 -1.0777 -2.7724
35 O -0.9603 0.8533 -2.8664
36 H -1.3523 1.5713 -2.3704
37 H 0.0397 0.8743 -2.8794
38 O 2.5977 -2.1717 2.1256
39 H 3.4048 -2.5117 1.7576
40 H 2.0877 -2.6827 2.6626

**Largest force on an atom**: 7.048 eV/A
**Total charge**: 0
**Energy above the lowest of the compared OMol25 structures with the same formula, charge and spin**: 0.935 eV

Partial atomic charges computed with the natural (NBO) method, in multiples of e: -0.832 0.415 0.443 0.505 0.439 -0.714 -0.082 -0.020 -0.076 -0.091 -0.941 0.490 0.466 -0.988 0.521 0.479 -0.937 0.473 0.470 -0.925 0.462 0.475 -0.980 0.515 0.462 -0.932 0.469 0.458 -0.972 0.494 0.475 -0.953 0.466 0.478 -0.984 0.479 0.490 -0.962 0.490 0.474

***

(3)
Molecular formula: C7H5BrN2O4
Method: DFT, ωB97M-V/def2-TZVPD

Element x y z (Å)
1 C 1.4943 -1.7355 -0.3662
2 C 0.8553 -0.5928 -0.3099
3 C 1.0405 0.7561 0.0100
4 C 0.2079 1.7883 0.1968
5 C -1.2091 1.7219 0.1706
6 C -1.8329 0.6271 -0.2509
7 Br -3.7944 0.6409 -0.2632
8 C -1.2968 -0.7186 -0.5475
9 N -1.5715 -1.7526 0.4334
10 O -1.3466 -2.8645 0.0478
11 O -1.9768 -1.4325 1.5223
12 N 2.5194 1.1100 0.2406
13 O 2.6932 2.2180 0.5795
14 O 3.3432 0.2822 0.0502
15 H 0.8935 -2.7585 -0.3559
16 H 2.5206 -1.6648 -0.4670
17 H 0.4693 2.8149 0.5251
18 H -1.7398 2.5379 0.4289
19 H -1.2693 -0.9773 -1.6448

**Largest force on an atom**: 4.710 eV/A
**Structure (SMILES)**: C=C=C(/C=C\C(Br)=C\[N+](=O)[O-])[N+](=O)[O-]
**Total charge**: 0
**Energy above the lowest of the compared OMol25 structures with the same formula, charge and spin**: 3.403 eV

Partial atomic charges computed with the natural (NBO) method, in multiples of e: -0.392 0.093 -0.068 -0.122 -0.263 0.014 0.051 -0.186 0.511 -0.384 -0.369 0.563 -0.361 -0.376 0.265 0.254 0.268 0.232 0.272

***

(4)
Molecular formula: C18H18N4O7Tc
Method: DFT, ωB97M-V/def2-TZVPD

Element x y z (Å)
1 Tc -0.0123 -0.5910 0.6167
2 N 1.6338 -1.5981 -0.3752
3 C 2.1540 -2.6223 0.5680
4 C 2.0352 -2.1460 2.0145
5 O 2.6356 -2.7095 2.9095
6 N 1.1857 -1.0983 2.1514
7 C 0.7429 -0.6788 3.4677
8 C -0.5860 0.0674 3.3344
9 O -1.1582 0.5299 4.2801
10 O -1.0484 0.1593 2.0806
11 H 1.4251 -2.0156 -1.2759
12 H 2.3514 -0.8798 -0.4943
13 H 3.1899 -2.8769 0.3532
14 H 1.5395 -3.5179 0.4794
15 H 1.4545 -0.0126 3.9616
16 H 0.6028 -1.5351 4.1307
17 O 2.7721 2.9434 -0.2265
18 C 1.8584 3.6281 -0.9420
19 C 2.2478 4.8999 -1.3691
20 C 1.3993 5.6779 -2.1240
21 C 0.1355 5.2068 -2.4785
22 C -0.2539 3.9537 -2.0648
23 C 0.5885 3.1422 -1.2931
24 C 0.1104 1.8117 -0.8841
25 O 0.7932 1.1673 0.0544
26 N -0.9457 1.3139 -1.4477
27 N -1.2451 0.0668 -0.9081
28 C -2.3051 -0.5198 -1.3428
29 C -2.7809 -1.8065 -0.9085
30 C -3.9880 -2.2578 -1.4744
31 C -4.5362 -3.4708 -1.1414
32 C -3.8680 -4.2772 -0.2138
33 C -2.6851 -3.8655 0.3550
34 C -2.1122 -2.6285 0.0284
35 O -0.9604 -2.3203 0.6076
36 H 2.4108 2.0835 0.0455
37 H 3.2329 5.2445 -1.0851
38 H 1.7196 6.6626 -2.4399
39 H -0.5342 5.8188 -3.0666
40 H -1.2293 3.5666 -2.3231
41 H -2.8794 0.0143 -2.0963
42 H -4.4879 -1.6144 -2.1891
43 H -5.4668 -3.7951 -1.5847
44 H -4.2841 -5.2368 0.0651
45 H -2.1658 -4.4810 1.0777
46 O 3.5938 0.2339 0.7206
47 H 4.5451 0.1998 0.8584
48 H 3.1754 0.1633 1.5884

**Largest force on an atom**: 0.299 eV/A
**Multiplicity**: 4
**Total charge**: 0
**Energy above the lowest of the compared OMol25 structures with the same formula, charge and spin**: 0.000 eV

Partial atomic charges computed with the natural (NBO) method, in multiples of e: 1.568 -0.776 -0.317 0.660 -0.611 -0.651 -0.347 0.785 -0.568 -0.661 0.407 0.439 0.223 0.238 0.224 0.241 -0.686 0.433 -0.300 -0.161 -0.263 -0.125 -0.256 0.583 -0.724 -0.389 -0.342 0.188 -0.249 -0.127 -0.263 -0.148 -0.291 0.456 -0.697 0.516 0.224 0.214 0.216 0.233 0.210 0.212 0.221 0.219 0.228 -0.971 0.492 0.495

***

(5)
Molecular formula: C4Cl2N2
Method: DFT, ωB97M-V/def2-TZVPD

Element x y z (Å)
1 C -0.7422 -1.7868 0.0132
2 C 0.8379 1.8045 0.0432
3 C -0.9770 -0.4083 -0.1232
4 C 0.9387 0.4073 0.0213
5 N -0.5369 -2.9028 0.1337
6 N 0.5547 2.9140 0.0872
7 Cl -2.2953 0.6042 -0.0881
8 Cl 2.2199 -0.6321 -0.0873

**Largest force on an atom**: 4.922 eV/A
**Total charge**: 0
**Energy above the lowest of the compared OMol25 structures with the same formula, charge and spin**: 4.314 eV

Partial atomic charges computed with the natural (NBO) method, in multiples of e: 0.133 0.132 -0.079 -0.095 -0.230 -0.231 0.188 0.182

***

(6)
Molecular formula: C31H38AsN5OSeTi
Method: DFT, ωB97M-V/def2-TZVPD

Element x y z (Å)
1 Ti -0.5254 -0.3507 0.2335
2 C 2.7569 2.8124 -2.4178
3 N 2.4289 2.1098 -1.1964
4 C 3.5755 1.5082 -0.5546
5 C 1.5661 2.8557 -0.3361
6 C 2.0626 3.9436 0.3832
7 C 1.2322 4.7426 1.1538
8 C -0.1267 4.4487 1.1971
9 C -0.6213 3.3562 0.5067
10 C 0.2066 2.5300 -0.2612
11 N -0.3397 1.3855 -0.8904
12 C -1.2701 1.6239 -1.8681
13 C -1.4059 2.8429 -2.5647
14 C -2.3629 3.0014 -3.5499
15 C -3.2208 1.9649 -3.8906
16 C -3.0980 0.7543 -3.2203
17 C -2.1501 0.5848 -2.2286
18 N -2.0032 -0.6853 -1.5263
19 C -3.2966 -1.1539 -0.9746
20 C -1.5199 -1.7187 -2.4686
21 H 3.4335 3.6722 -2.2627
22 H 3.2427 2.1201 -3.1103
23 H 1.8420 3.1770 -2.8868
24 H 4.0870 0.8629 -1.2720
25 H 4.3082 2.2436 -0.1736
26 H 3.2277 0.8729 0.2584
27 H 3.1200 4.1748 0.3098
28 H 1.6383 5.5874 1.6978
29 H -0.8018 5.0568 1.7884
30 H -1.6689 3.0928 0.5814
31 H -0.7481 3.6634 -2.3086
32 H -2.4456 3.9519 -4.0652
33 H -3.9726 2.0972 -4.6577
34 H -3.7598 -0.0663 -3.4686
35 H -3.9743 -1.4487 -1.7846
36 H -3.1194 -2.0168 -0.3353
37 H -3.7415 -0.3648 -0.3778
38 H -2.2876 -1.9182 -3.2254
39 H -0.6062 -1.3812 -2.9473
40 H -1.3076 -2.6318 -1.9135
41 C -3.5926 -4.8835 2.5041
42 C -3.2543 -3.6674 3.0805
43 C -2.2776 -2.8583 2.5197
44 C -1.6078 -3.2487 1.3597
45 C -1.9538 -4.4803 0.7867
46 C -2.9332 -5.2824 1.3496
47 N -0.5926 -2.4584 0.7535
48 N 0.3684 -3.2814 0.3088
49 C 1.2195 -2.6802 -0.5758
50 C 2.2625 -3.4597 -1.1097
51 C 3.0706 -2.9329 -2.0973
52 C 2.8365 -1.6349 -2.5551
53 C 1.8181 -0.8703 -1.9893
54 C 0.9885 -1.3462 -0.9738
55 H -4.3596 -5.5083 2.9455
56 H -3.7601 -3.3356 3.9803
57 H -2.0622 -1.8953 2.9547
58 H -1.4241 -4.7906 -0.1031
59 H -3.1844 -6.2268 0.8805
60 H 2.3985 -4.4749 -0.7537
61 H 3.8671 -3.5316 -2.5261
62 H 3.4482 -1.2225 -3.3515
63 H 1.6685 0.1431 -2.3487
64 C 0.9111 -1.2554 3.8121
65 As 1.2964 0.3790 2.8919
66 C 0.4192 1.8760 3.7040
67 C 3.1633 0.7637 3.1514
68 O 1.1337 0.1836 1.2395
69 H 1.1132 -1.1525 4.8780
70 H 1.5280 -2.0366 3.3692
71 H -0.1361 -1.4878 3.6374
72 H 0.8575 2.0118 4.6958
73 H -0.6501 1.6994 3.7473
74 H 0.6160 2.7455 3.0757
75 H 3.3848 0.9004 4.2090
76 H 3.3941 1.6756 2.6007
77 H 3.7547 -0.0557 2.7453
78 Se -2.0837 0.3788 1.8305

**Largest force on an atom**: 0.373 eV/A
**Multiplicity**: 2
**Total charge**: -1
**Energy above the lowest of the compared OMol25 structures with the same formula, charge and spin**: 0.281 eV

Partial atomic charges computed with the Mulliken method, in multiples of e: -1.759 -1.159 1.139 -1.052 -0.505 -0.173 -0.742 -1.164 -0.093 -0.454 1.391 0.420 -0.383 -0.930 -0.987 -0.329 -0.493 1.341 -1.142 -1.308 0.310 0.343 0.255 0.410 0.339 0.051 0.359 0.360 0.351 0.458 0.447 0.377 0.372 0.303 0.404 0.162 0.340 0.517 0.331 0.233 -0.393 -1.108 -0.006 0.006 -0.017 -0.761 1.880 -1.116 -0.108 -0.301 -0.619 -0.828 -0.075 1.691 0.368 0.367 -0.051 0.395 0.347 0.441 0.344 0.422 0.157 -0.854 0.689 -0.867 -1.292 -0.136 0.492 0.362 -0.024 0.501 0.266 0.089 0.447 0.306 0.396 -0.751

***

no.,electronic energy (eV)
1,-21720.5122
2,-23091.2202
3,-88542.6305
4,-41452.2144
5,-32166.9905
6,-191563.9995